{
  "formula": "C17H16AlN2O5",
  "method": "ωB97M-V/def2-TZVPD",
  "elements": ["Al", "O", "C", "C", "C", "C", "C", "C", "C", "O", "N", "O", "O", "H", "H", "H", "H", "C", "N", "C", "C", "C", "C", "C", "C", "C", "C", "H", "H", "H", "H", "H", "H", "H", "H", "H", "H", "H", "H", "O", "C"],
  "coordinates": [[0.587695, -0.298537, -0.548268], [-0.664505, -1.594437, -0.793768], [-1.913805, -1.474237, -0.894868], [-2.624505, -0.259937, -0.836768], [-4.032305, -0.255237, -0.915068], [-4.708005, 0.936563, -0.886068], [-4.024105, 2.160663, -0.799468], [-2.653905, 2.183563, -0.726068], [-1.915205, 0.984263, -0.723668], [-0.619305, 0.989063, -0.607868], [-6.167205, 0.936763, -0.941168], [-6.715405, 2.007163, -0.889468], [-6.700805, -0.139537, -1.033868], [-2.494705, -2.394137, -1.037668], [-4.575205, -1.187837, -0.977768], [-4.606605, 3.071463, -0.783168], [-2.118705, 3.119063, -0.662768], [0.968595, -1.690737, 1.925332], [0.862995, -0.285237, 1.512232], [-0.149905, 0.379263, 2.340332], [2.181395, 0.353663, 1.683732], [3.122995, -0.111037, 0.599432], [4.494595, -0.181337, 0.781132], [5.305795, -0.617537, -0.256868], [4.752895, -0.981937, -1.473768], [3.382095, -0.906837, -1.655368], [2.552995, -0.468637, -0.627668], [1.220095, -1.766837, 2.986532], [1.749495, -2.177237, 1.340132], [0.021595, -2.202937, 1.747232], [0.117395, 0.319763, 3.398832], [-1.121205, -0.103837, 2.201732], [-0.242705, 1.429463, 2.057032], [2.588695, 0.135763, 2.676632], [2.049195, 1.437963, 1.594232], [4.931395, 0.102263, 1.726132], [6.373595, -0.664337, -0.115668], [5.388595, -1.317137, -2.279968], [2.945795, -1.195837, -2.605868], [1.414095, 1.346363, -2.969968], [1.036095, 0.382263, -2.527768]],
  "forces_ev_per_angstrom": [[0.32, -0.46, 1.14], [0.16, -0.58, -0.05], [-0.38, -0.05, 0.03], [0.21, 0.65, -0.02], [-0.20, 0.15, 0.01], [0.76, -0.27, 0.03], [0.02, -0.23, 0.01], [0.18, -0.04, 0.01], [-0.38, -0.36, 0.03], [0.09, 0.83, 0.08], [0.31, -0.10, -0.02], [-0.34, 0.48, 0.02], [-0.43, -0.47, -0.04], [0.18, 0.05, 0.03], [-0.10, -0.01, -0.05], [0.04, 0.03, -0.02], [0.05, 0.04, 0.02], [-0.01, -0.59, -0.01], [-0.24, -0.05, -0.27], [-0.36, 0.31, 0.05], [0.51, 0.39, -0.05], [0.06, -0.19, -0.30], [-0.07, 0.01, 0.04], [-0.06, 0.11, 0.04], [0.03, -0.06, -0.14], [-0.13, 0.06, 0.15], [-0.47, -0.04, 0.43], [-0.01, 0.06, -0.02], [-0.05, -0.05, 0.08], [0.07, 0.03, 0.05], [0.02, -0.02, -0.04], [0.12, 0.01, 0.00], [0.05, -0.12, 0.00], [-0.12, 0.05, 0.01], [-0.07, -0.09, 0.15], [0.10, 0.02, 0.16], [0.13, -0.02, 0.02], [0.05, -0.05, -0.03], [0.11, -0.05, -0.11], [-0.16, -0.69, -0.13], [-0.01, 1.33, -1.32]],
  "mulliken_charge": [0.335, -0.266, -0.007, 1.121, -0.651, -0.427, -0.361, -0.789, 0.295, -0.283, 1.040, -0.605, -0.604, 0.406, 0.554, 0.523, 0.525, -1.071, 0.301, -1.130, -0.983, 0.784, -0.940, -0.607, -0.828, 0.020, -0.190, 0.406, 0.426, 0.358, 0.414, 0.351, 0.347, 0.418, 0.404, 0.459, 0.417, 0.435, 0.503, -0.176, 0.077],
  "gap_ev": 7.7,
  "e_homo_ev": -12.36,
  "charge": 1,
  "max_force_ha_per_bohr": 0.036,
  "energy_ha": -1385.35498
}



{
  "formula": "C17H16BrF3N4O",
  "method": "ωB97M-V/def2-TZVPD",
  "elements": ["O", "C", "N", "C", "C", "C", "C", "C", "C", "Br", "N", "C", "C", "C", "N", "C", "C", "C", "C", "C", "C", "F", "F", "F", "N", "C", "H", "H", "H", "H", "H", "H", "H", "H", "H", "H", "H", "H", "H", "H", "H", "H"],
  "coordinates": [[2.035184, -2.565371, -0.883603], [1.434347, -1.875902, -1.692249], [1.724935, -2.164639, -3.032123], [1.237057, -1.593325, -4.175518], [0.731186, -2.548009, -5.074349], [0.236072, -2.202734, -6.383323], [0.363607, -0.818671, -6.723456], [0.818309, 0.093013, -5.809247], [1.273646, -0.268254, -4.435458], [2.205432, 1.094922, -3.347510], [0.341209, -1.061741, -1.346861], [-0.120115, -0.951521, 0.041611], [-1.474831, -0.281232, 0.057689], [-1.601590, 0.500082, 1.339653], [-0.361249, 0.200068, 2.023579], [-0.123628, 0.737027, 3.310004], [1.064142, 0.625896, 4.166409], [1.065712, 1.373751, 5.350041], [-0.086555, 1.979934, 5.758951], [-1.205940, 2.062988, 4.951886], [-2.375590, 3.031800, 5.240649], [-3.525154, 2.702208, 4.698686], [-2.639508, 2.998186, 6.578557], [-2.091123, 4.390691, 4.734711], [-1.216924, 1.357349, 3.824992], [0.638435, -0.152129, 1.009373], [2.456189, -2.876785, -3.073765], [0.724152, -3.630258, -4.949691], [-0.218601, -2.968208, -7.034627], [0.074712, -0.690540, -7.822161], [0.959562, 1.080693, -6.059857], [-0.169127, -0.722922, -2.170964], [-0.238676, -1.965334, 0.327077], [-1.651035, 0.420408, -0.853848], [-2.372024, -1.021926, 0.056761], [-2.491607, 0.146014, 1.841045], [-1.609729, 1.615080, 1.187268], [1.946495, 0.149439, 3.695295], [1.962531, 1.299500, 5.945760], [-0.270926, 2.557021, 6.653694], [1.476336, -0.805068, 1.491307], [1.074681, 0.748499, 0.583610]],
  "forces_ev_per_angstrom": [[0.07, 0.77, 0.70], [-1.09, -1.20, 0.45], [0.83, 0.27, 2.44], [-0.18, -1.73, 0.13], [-1.62, 0.09, -4.08], [1.30, 0.96, 2.91], [-1.10, -2.25, -1.72], [0.86, -1.39, 2.71], [-0.53, 2.01, -3.55], [-0.98, -1.34, -0.95], [2.03, -0.25, -1.82], [-1.33, -0.38, -2.53], [-3.14, 0.07, -2.12], [0.39, 1.39, -0.02], [0.83, -0.28, 1.75], [-0.55, -0.17, 1.23], [-0.94, 0.82, -2.50], [0.52, -2.24, -1.08], [-1.90, 2.32, 1.22], [1.30, -1.16, -1.48], [0.24, 0.62, -0.06], [0.00, -0.09, -0.85], [0.82, 1.19, -0.67], [-0.42, -3.16, 1.79], [-0.31, 0.80, -1.39], [2.81, -0.71, 2.87], [-0.54, 0.39, -0.07], [0.18, 0.37, 1.07], [0.52, 0.62, 0.31], [0.52, 1.00, 1.81], [0.12, 2.11, -0.69], [0.00, 0.14, 1.13], [0.10, -0.91, 0.98], [0.49, -1.23, 1.40], [1.74, 0.97, -0.43], [0.04, 0.44, 0.64], [-0.61, -0.91, 0.03], [-0.47, 0.33, 0.84], [-0.05, 0.34, 0.28], [1.09, -0.09, 0.51], [-1.26, 1.33, -0.87], [0.21, 0.11, -0.32]],
  "mulliken_charge": [-0.690, 0.180, -0.031, 0.449, -0.560, -0.410, -0.435, -0.469, 0.090, -0.122, -0.062, -0.155, -0.570, -0.643, 0.196, 0.434, -0.560, -0.613, -0.342, 0.060, 0.737, -0.232, -0.255, -0.283, -0.235, -0.680, 0.274, 0.333, 0.373, 0.259, 0.481, 0.316, 0.369, 0.276, 0.200, 0.329, 0.303, 0.324, 0.411, 0.403, 0.306, 0.243],
  "gap_ev": 8.5,
  "e_homo_ev": -8.26,
  "smiles": "O=C(Nc1ccccc1Br)N[C@@H]1CCN(c2cccc(C(F)(F)F)n2)C1",
  "e_above_lowest_ev": 2.385,
  "max_force_ha_per_bohr": 0.085,
  "energy_ha": -3825.24565
}



{
  "formula": "C17H16BrF6NO9P2Pt",
  "method": "ωB97M-V/def2-TZVPD",
  "elements": ["Pt", "O", "C", "O", "C", "C", "C", "N", "C", "C", "C", "O", "O", "H", "H", "H", "C", "O", "P", "O", "C", "O", "C", "H", "H", "H", "H", "H", "H", "H", "H", "H", "F", "P", "F", "F", "F", "F", "F", "Br", "C", "C", "C", "C", "C", "C", "C", "O", "O", "H", "H", "H", "H"],
  "coordinates": [[-0.243040, -0.378617, 0.731343], [-3.864235, 4.742048, -2.624067], [-3.986814, 4.382725, -1.470137], [-4.659287, 4.596345, -0.470794], [-2.959537, 3.174216, -1.105396], [-3.287976, 1.887053, -1.477561], [-2.406927, 0.883072, -1.116594], [-1.301681, 1.148761, -0.418069], [-1.003372, 2.395640, -0.080296], [-1.814487, 3.472807, -0.409129], [0.274683, 2.633245, 0.774294], [0.679162, 3.781881, 0.833692], [0.721358, 1.583463, 1.331156], [-4.182097, 1.664664, -2.042257], [-2.584882, -0.149956, -1.382201], [-1.507232, 4.466560, -0.115955], [0.578779, -3.530743, -0.523950], [0.975901, -3.429545, 0.853341], [1.084429, -2.040058, 1.622058], [2.635085, -1.779714, 1.679720], [3.190201, -0.458169, 1.811289], [0.851040, -2.539869, 3.131375], [-0.466586, -2.842178, 3.590953], [-0.053191, -4.412997, -0.607274], [1.457420, -3.625413, -1.155929], [0.013417, -2.654827, -0.840562], [4.192474, -0.508862, 1.398760], [3.220454, -0.175763, 2.864121], [2.609789, 0.274775, 1.253038], [-0.358180, -3.328879, 4.557308], [-0.981523, -3.516873, 2.902200], [-1.051583, -1.928755, 3.704478], [1.384351, -0.412649, -1.191386], [2.663834, -0.433375, -2.293502], [3.523976, -1.275558, -1.218184], [3.870276, -0.460717, -3.345116], [3.185979, 0.937550, -1.646173], [1.728275, 0.384557, -3.315427], [2.069544, -1.823085, -2.880117], [-7.842817, -3.221913, 4.358912], [-6.242573, -2.621163, 3.526326], [-5.522205, -1.594561, 4.114092], [-4.361244, -1.155442, 3.498037], [-3.933403, -1.737365, 2.309664], [-4.669936, -2.767924, 1.738770], [-5.831401, -3.217440, 2.345857], [-2.664631, -1.265998, 1.657773], [-2.018734, -0.337269, 2.223174], [-2.281149, -1.813959, 0.598673], [-5.865020, -1.149765, 5.037913], [-3.775222, -0.353185, 3.925334], [-4.318457, -3.204516, 0.813375], [-6.413560, -4.021203, 1.916674]],
  "forces_ev_per_angstrom": [[0.30, 0.25, 0.45], [0.03, -0.10, 0.38], [-0.12, 0.20, -0.92], [0.13, -0.12, 0.23], [0.23, -0.11, 0.50], [-0.17, 0.02, -0.20], [0.02, 0.25, -0.13], [-0.33, -0.26, 0.24], [0.47, 0.20, 0.25], [-0.14, 0.05, -0.26], [-0.51, -0.04, -0.39], [0.01, -0.09, 0.15], [0.15, -0.27, 0.06], [0.00, -0.03, 0.03], [-0.01, -0.02, 0.08], [-0.02, -0.02, 0.07], [0.00, 0.02, -0.11], [-0.14, 0.06, 0.11], [-0.02, -0.22, 0.07], [-0.05, 0.01, -0.08], [0.03, 0.17, -0.08], [-0.02, 0.25, -0.15], [-0.16, 0.01, -0.02], [0.04, 0.00, 0.04], [0.06, 0.04, 0.04], [0.01, 0.01, 0.02], [0.01, -0.02, 0.00], [-0.01, -0.05, -0.01], [0.01, -0.05, 0.00], [0.03, -0.02, -0.02], [0.05, -0.01, 0.00], [0.06, -0.02, 0.01], [0.15, -0.07, -0.16], [-0.35, -0.07, 0.12], [0.01, -0.03, 0.05], [0.04, -0.01, -0.02], [0.06, 0.07, 0.02], [0.00, 0.06, -0.04], [0.01, -0.01, 0.01], [0.05, 0.00, -0.02], [-0.04, 0.00, 0.03], [-0.02, -0.01, 0.02], [0.00, -0.01, -0.06], [0.04, 0.05, 0.06], [0.03, 0.04, -0.02], [-0.05, -0.03, 0.02], [-0.02, -0.02, -0.14], [0.19, 0.05, -0.16], [-0.04, -0.09, -0.07], [0.00, 0.01, -0.01], [0.01, 0.00, 0.01], [0.00, -0.02, 0.02], [0.02, 0.01, -0.03]],
  "mulliken_spin": [1.544, 0.271, 0.083, 0.460, 0.154, -0.027, 0.036, 0.027, 0.030, -0.024, 0.012, 0.016, 0.127, 0.008, 0.001, 0.009, -0.010, 0.019, 0.041, 0.013, -0.003, 0.003, 0.002, 0.001, -0.001, -0.003, 0.000, 0.001, -0.003, 0.000, -0.001, -0.002, -0.007, 0.021, 0.002, 0.000, 0.001, 0.001, 0.002, 0.000, -0.001, 0.000, 0.007, 0.038, 0.004, 0.000, -0.033, 0.118, 0.061, 0.000, 0.001, -0.001, 0.000],
  "gap_ev": [7.7, 5.5],
  "e_homo_ev": [-5.67, -7.34],
  "charge": -1,
  "spin_multiplicity": 4,
  "e_above_lowest_ev": 0.349,
  "max_force_ha_per_bohr": 0.018,
  "energy_ha": -5364.91888
}



> What is the formula in the first record?

C17H16AlN2O5